This record from the OMol25 dataset describes a molecular structure, C6H8NO2 at a distorted geometry. The level of theory is ωB97M-V/def2-TZVPD.

ORCA input file:
```
! wB97M-V def2-TZVPD RIJCOSX def2/J DEFGRID3
* xyz 1 1
C -0.44111 -0.78631 0.54606
C 0.76186 1.55226 0.02785
C -0.60558 -1.01896 1.91137
C 1.61491 2.06702 0.92587
C -0.21399 -2.44793 -1.31928
C -0.74568 1.15223 -1.23743
N -0.24727 0.51316 0.04301
O -0.48292 -1.94677 -0.19067
O 0.28661 2.10486 -1.09426
H -0.54194 -1.97679 2.30744
H -0.72502 -0.18501 2.57735
H 2.09758 2.95385 0.59049
H 1.92174 1.52099 1.75869
H -0.43252 -3.55260 -1.52755
H 0.14177 -1.76033 -2.21612
H -0.58250 0.33065 -2.06743
H -1.80595 1.47968 -1.03537
*
```

Highest occupied orbital energy (alpha / beta)   -12.06 / -12.06 eV
LUMO energy (alpha / beta)   -6.65 / -6.65 eV